{
  "formula": "C31H61BO19S7",
  "method": "the ωB97M-V functional and the def2-TZVPD basis",
  "symbols": ["C", "C", "O", "C", "O", "O", "B", "O", "O", "H", "H", "H", "H", "H", "C", "C", "C", "S", "O", "O", "C", "H", "H", "H", "H", "H", "H", "H", "H", "C", "C", "C", "S", "O", "O", "C", "H", "H", "H", "H", "H", "H", "H", "H", "C", "C", "C", "S", "O", "O", "C", "H", "H", "H", "H", "H", "H", "H", "H", "C", "C", "C", "S", "O", "O", "C", "H", "H", "H", "H", "H", "H", "H", "H", "C", "C", "C", "S", "O", "O", "C", "H", "H", "H", "H", "H", "H", "H", "H", "C", "C", "C", "S", "O", "O", "C", "H", "H", "H", "H", "H", "H", "H", "H", "C", "C", "C", "S", "O", "O", "C", "H", "H", "H", "H", "H", "H", "H", "H"],
  "xyz": [[-1.606, -1.587, -1.257], [-2.257, -2.496, -0.476], [-2.399, -2.437, 0.887], [-1.687, -1.462, 1.529], [-0.498, -1.474, 1.679], [-2.440, -0.510, 2.098], [-2.103, 0.839, 1.853], [-2.120, 1.340, 0.571], [-1.792, 1.624, 2.934], [-0.664, -1.897, -1.725], [-1.937, -0.563, -1.414], [-2.765, -3.373, -0.879], [-1.239, 1.689, 0.391], [-0.896, 1.416, 3.223], [-3.116, 1.464, 8.182], [-2.363, 2.702, 8.691], [-1.769, 3.414, 7.471], [-2.857, 3.023, 6.090], [-2.140, 2.217, 5.132], [-3.561, 4.215, 5.682], [-3.954, 1.947, 7.003], [-3.734, 1.024, 8.949], [-2.401, 0.710, 7.852], [-3.059, 3.370, 9.204], [-1.584, 2.432, 9.404], [-1.732, 4.494, 7.593], [-0.777, 3.035, 7.228], [-4.294, 1.145, 6.351], [-4.803, 2.544, 7.339], [-0.085, -4.092, 5.502], [-0.858, -3.096, 4.629], [-1.964, -2.484, 5.502], [-1.356, -2.537, 7.192], [-2.188, -3.432, 7.959], [-1.075, -1.201, 7.654], [0.185, -3.371, 6.818], [0.842, -4.413, 5.028], [-0.697, -4.979, 5.682], [-0.188, -2.306, 4.285], [-1.273, -3.577, 3.744], [-2.175, -1.451, 5.233], [-2.882, -3.069, 5.464], [0.442, -4.038, 7.638], [0.952, -2.606, 6.701], [2.090, 0.559, -4.203], [2.760, -0.262, -5.309], [2.348, -1.726, -5.107], [0.742, -1.688, -4.302], [0.871, -2.250, -2.978], [-0.273, -2.157, -5.213], [0.638, 0.093, -4.155], [2.158, 1.629, -4.395], [2.578, 0.357, -3.246], [2.411, 0.086, -6.285], [3.839, -0.150, -5.288], [2.258, -2.264, -6.047], [3.035, -2.251, -4.446], [0.123, 0.350, -3.231], [0.075, 0.460, -5.012], [7.368, 0.411, -1.675], [7.895, 1.679, -2.362], [7.826, 1.442, -3.872], [6.486, 0.281, -4.141], [7.022, -0.948, -4.667], [5.384, 0.948, -4.804], [6.084, 0.044, -2.413], [7.184, 0.571, -0.614], [8.098, -0.396, -1.773], [7.263, 2.528, -2.097], [8.911, 1.916, -2.050], [7.605, 2.354, -4.413], [8.737, 0.986, -4.253], [5.765, -0.984, -2.253], [5.275, 0.732, -2.166], [-1.750, -2.357, -8.166], [-3.048, -2.380, -8.985], [-2.656, -2.445, -10.467], [-1.059, -3.274, -10.526], [-0.071, -2.340, -11.005], [-1.212, -4.574, -11.128], [-0.868, -3.452, -8.755], [-1.932, -2.523, -7.107], [-1.261, -1.387, -8.275], [-3.630, -3.265, -8.719], [-3.668, -1.508, -8.783], [-3.368, -3.014, -11.059], [-2.528, -1.453, -10.895], [0.183, -3.352, -8.493], [-1.230, -4.442, -8.482], [5.120, 6.589, -6.580], [4.631, 5.199, -7.012], [5.659, 4.175, -6.516], [6.415, 4.895, -5.054], [7.809, 5.143, -5.324], [6.006, 4.155, -3.884], [5.529, 6.449, -5.117], [4.350, 7.348, -6.706], [5.984, 6.881, -7.181], [3.660, 4.998, -6.555], [4.504, 5.134, -8.091], [5.201, 3.226, -6.241], [6.448, 4.008, -7.247], [6.177, 7.248, -4.765], [4.659, 6.357, -4.468], [-7.447, -2.413, 9.928], [-8.422, -1.423, 9.274], [-7.583, -0.386, 8.517], [-6.059, -1.221, 8.051], [-4.958, -0.601, 8.746], [-6.023, -1.405, 6.622], [-6.435, -2.778, 8.847], [-7.960, -3.296, 10.306], [-6.939, -1.932, 10.766], [-9.068, -1.957, 8.574], [-9.065, -0.943, 10.010], [-8.078, -0.031, 7.616], [-7.317, 0.458, 9.151], [-5.517, -3.215, 9.235], [-6.875, -3.433, 8.095]],
  "smiles": "C=COC(=O)OB(O)O.O=S1(=O)CCCC1.O=S1(=O)CCCC1.O=S1(=O)CCCC1.O=S1(=O)CCCC1.O=S1(=O)CCCC1.O=S1(=O)CCCC1.O=S1(=O)CCCC1",
  "homo_ev": -7.6770,
  "largest_force_ev_per_a": 2.2,
  "energy_ha": -5459.471840
}

{
  "formula": "C21H62N8O10",
  "method": "the ωB97M-V functional and the def2-TZVPD basis",
  "symbols": ["C", "O", "N", "N", "H", "H", "H", "H", "C", "O", "N", "N", "H", "H", "H", "H", "C", "O", "N", "N", "H", "H", "H", "H", "C", "O", "N", "N", "H", "H", "H", "H", "C", "C", "O", "H", "H", "H", "H", "H", "H", "C", "C", "C", "O", "H", "H", "H", "H", "H", "H", "H", "H", "C", "C", "C", "O", "H", "H", "H", "H", "H", "H", "H", "H", "C", "C", "C", "O", "H", "H", "H", "H", "H", "H", "H", "H", "C", "C", "C", "O", "H", "H", "H", "H", "H", "H", "H", "H", "C", "C", "C", "O", "H", "H", "H", "H", "H", "H", "H", "H"],
  "xyz": [[19.161, -13.045, -4.626], [19.139, -13.149, -3.412], [19.980, -13.803, -5.425], [18.384, -12.168, -5.333], [20.154, -13.589, -6.389], [20.560, -14.440, -4.905], [18.486, -12.192, -6.337], [17.888, -11.403, -4.921], [20.869, -18.957, -12.825], [20.275, -18.631, -13.836], [21.492, -20.154, -12.591], [21.057, -18.110, -11.755], [21.902, -20.273, -11.683], [21.527, -20.845, -13.315], [20.850, -17.150, -11.972], [21.797, -18.270, -11.088], [22.329, -19.964, -4.489], [23.459, -19.725, -4.046], [21.577, -19.014, -5.100], [21.772, -21.212, -4.524], [21.917, -18.099, -5.360], [20.597, -19.243, -5.130], [22.460, -21.925, -4.360], [20.935, -21.317, -5.076], [23.509, -16.015, -4.667], [22.704, -16.305, -5.563], [23.883, -14.693, -4.547], [23.906, -16.838, -3.679], [23.351, -14.027, -5.072], [24.508, -14.436, -3.807], [24.641, -16.650, -3.022], [23.680, -17.828, -3.785], [19.618, -16.897, -8.700], [20.075, -16.849, -7.252], [19.281, -17.790, -6.523], [19.778, -17.923, -9.034], [20.081, -16.176, -9.380], [18.552, -16.684, -8.831], [19.975, -15.858, -6.819], [21.105, -17.196, -7.197], [18.568, -17.298, -6.098], [24.283, -19.360, -8.002], [23.558, -20.131, -9.107], [22.114, -20.349, -8.730], [23.590, -19.254, -10.275], [24.207, -19.849, -7.020], [23.734, -18.436, -7.819], [25.343, -19.233, -8.212], [24.065, -21.067, -9.346], [21.576, -20.910, -9.501], [21.596, -19.417, -8.511], [22.083, -20.994, -7.849], [24.455, -19.318, -10.688], [16.315, -16.442, -10.184], [16.175, -15.695, -11.518], [16.251, -16.710, -12.664], [14.991, -14.937, -11.591], [16.247, -15.750, -9.349], [17.201, -17.075, -10.173], [15.487, -17.160, -10.148], [17.066, -15.066, -11.600], [16.255, -16.246, -13.649], [15.422, -17.419, -12.604], [17.199, -17.242, -12.553], [14.269, -15.521, -11.840], [15.614, -17.624, -5.703], [15.944, -16.206, -6.105], [14.934, -15.174, -5.646], [17.219, -15.914, -5.474], [16.188, -18.310, -6.344], [14.581, -17.889, -5.938], [15.912, -17.879, -4.690], [16.100, -16.113, -7.184], [13.990, -15.247, -6.191], [15.290, -14.153, -5.821], [14.736, -15.253, -4.576], [17.311, -14.955, -5.445], [19.144, -11.659, -10.603], [18.343, -11.949, -9.327], [18.152, -13.429, -9.092], [19.017, -11.413, -8.166], [20.175, -11.381, -10.386], [18.673, -10.902, -11.230], [19.179, -12.558, -11.222], [17.366, -11.458, -9.368], [17.657, -13.592, -8.126], [19.131, -13.915, -9.032], [17.533, -13.958, -9.808], [19.459, -10.610, -8.456], [17.559, -21.905, -7.267], [17.806, -21.428, -5.843], [17.829, -22.583, -4.868], [19.043, -20.744, -5.733], [17.106, -21.174, -7.945], [16.809, -22.702, -7.282], [18.481, -22.250, -7.737], [16.993, -20.744, -5.566], [18.588, -23.316, -5.160], [16.858, -23.067, -4.803], [18.147, -22.243, -3.880], [19.175, -20.097, -6.438]],
  "smiles": "NC(N)=O.NC(N)=O.NC(N)=O.NC(N)=O.CC(C)O.CC(C)O.CC(C)O.CC(C)O.CC(C)O.CCO",
  "homo_ev": -9.3646,
  "largest_force_ev_per_a": 1.9,
  "energy_ha": -2027.930235
}